1.
DFT (ωB97M-V/def2-TZVPD) results for a molecular structure, ClF3Mg2 at a distorted geometry.

Output
- energy relative to the best compared isomer or geometry (same formula, charge and spin) (kcal per mole) = 143.5
- HOMO-LUMO gap (eV) = 6.159
- spin multiplicity = 1

Last column: Mulliken charge in e.
Cartesian coordinates (Å):
Cl: -0.62298 0.18117 2.11308  -0.656
Mg: 0.17900 -0.02411 0.53843  1.021
Mg: -0.49546 0.16982 -1.74761  1.633
F: 1.56175 -0.68823 0.26327  -0.682
F: 0.23764 1.04959 -0.70434  -0.650
F: -0.85995 -0.68824 -0.46283  -0.665

Forces on the atoms, in the same order (eV/Å):
-6.02 1.91 11.97
4.20 1.05 0.87
-2.04 -1.34 -9.48
7.47 -3.82 -1.78
4.55 10.86 -0.31
-8.16 -8.66 -1.27

---

2.
DFT (ωB97M-V/def2-TZVPD) results for 2 unconnected molecules or ions with the total composition ClFH2.

Output
- energy relative to the best compared isomer or geometry (same formula, charge and spin) (kcal per mole) = 4.2
- HOMO-LUMO gap (eV) = 12.847
- spin multiplicity = 1

Last column: Mulliken charge in e.
Cartesian coordinates (Å):
Cl: 0.12331 -0.85485 -1.44899  -0.219
F: 0.51134 1.28023 1.15390  -0.351
H: -0.69125 -0.99479 -0.46698  0.240
H: 0.05660 0.56940 0.76208  0.330

Forces on the atoms, in the same order (eV/Å):
-0.10 0.03 0.19
-0.22 -0.24 -0.03
-0.03 -0.18 -0.22
0.35 0.39 0.07

---

3.
DFT (ωB97M-V/def2-TZVPD) results for 3 unconnected molecules or ions with the total composition ClFHN2O at a distorted geometry.

Output
- net charge = -1
- energy relative to the best compared isomer or geometry (same formula, charge and spin) (kcal per mole) = 107.9
- HOMO-LUMO gap (spin up / spin down) (eV) = 5.778 / 6.715
- spin multiplicity = 1

Last column: Mulliken charge in e.
Cartesian coordinates (Å):
Cl: -0.43047 0.06756 -0.79156  -0.829
F: 1.65528 -0.19356 1.06912  -0.446
O: -3.86679 0.85259 -3.18256  -0.301
N: -3.31108 -0.06929 -2.69301  0.390
N: -3.19715 -1.63063 -3.03146  -0.108
H: 0.92862 -0.10196 0.41265  0.294

Forces on the atoms, in the same order (eV/Å):
-0.32 0.06 -0.27
0.13 -0.01 0.10
0.84 -1.36 0.75
-0.20 -5.50 -2.16
-0.55 6.83 1.46
0.11 -0.02 0.12

---

4.
DFT (ωB97M-V/def2-TZVPD) results for 2 unconnected molecules or ions with the total composition ClFHOPS at a distorted geometry.

Output
- energy relative to the best compared isomer or geometry (same formula, charge and spin) (kcal per mole) = 41.1
- HOMO-LUMO gap (eV) = 9.589
- spin multiplicity = 1

Last column: Mulliken charge in e.
Cartesian coordinates (Å):
Cl: 1.56329 -1.27591 0.79352  -0.082
S: -1.64520 -0.74778 1.13371  -0.258
P: 0.13094 0.01508 1.09062  0.812
F: 0.01445 -0.00650 -2.05278  -0.380
O: 0.52482 1.40056 1.30542  -0.478
H: -0.58830 0.61455 -2.27050  0.386

Forces on the atoms, in the same order (eV/Å):
0.65 -0.24 -0.10
1.39 0.48 -0.06
-2.52 -0.06 0.22
1.50 -1.48 0.62
0.46 -0.19 -0.15
-1.48 1.51 -0.53

---

5.
DFT (ωB97M-V/def2-TZVPD) results for a molecular structure, ClH10NaO5.

Output
- energy relative to the best compared isomer or geometry (same formula, charge and spin) (kcal per mole) = 0.0
- HOMO-LUMO gap (eV) = 8.562
- spin multiplicity = 1

Last column: Mulliken charge in e.
Cartesian coordinates (Å):
Cl: -0.58986 0.65015 -0.59901  -0.821
Na: -1.38731 2.95978 -1.82204  0.831
O: -0.01351 3.64215 0.18863  -0.608
O: 1.06778 -1.69240 0.75005  -0.570
O: -1.55088 -1.22771 2.28881  -0.624
O: 2.31419 0.67499 -2.04351  -0.607
O: -1.93374 -2.69026 -0.89009  -0.666
H: 2.91660 0.76890 -1.29772  0.306
H: -0.84457 -0.84332 1.74886  0.322
H: 0.72960 -0.96627 0.18565  0.175
H: -1.18758 -2.07542 2.57102  0.322
H: -2.65377 -2.82086 -0.26304  0.308
H: 1.41584 0.72808 -1.64764  0.324
H: 0.26658 2.74882 0.46649  0.342
H: 1.96470 -1.85770 0.44047  0.277
H: 0.74532 4.22669 0.29715  0.315
H: -1.25940 -2.22561 -0.37410  0.372

Forces on the atoms, in the same order (eV/Å):
-0.09 0.53 -0.23
0.46 -0.53 0.69
0.01 0.00 -0.24
-0.08 0.30 -0.20
0.10 -0.09 -0.07
-0.36 0.15 0.24
0.02 -0.06 0.16
-0.08 -0.01 -0.07
-0.18 -0.05 0.14
0.21 -0.28 0.15
0.03 0.13 -0.05
0.10 0.08 -0.03
0.43 -0.15 -0.15
-0.23 0.16 -0.24
-0.13 -0.02 -0.02
-0.08 -0.14 0.06
-0.14 -0.05 -0.14

---

6.
DFT (ωB97M-V/def2-TZVPD) results for 6 unconnected molecules or ions with the total composition ClH10O9.

Output
- net charge = -1
- energy relative to the best compared isomer or geometry (same formula, charge and spin) (kcal per mole) = 2.6
- HOMO-LUMO gap (eV) = 10.083
- spin multiplicity = 1

Last column: Mulliken charge in e.
Cartesian coordinates (Å):
Cl: -0.99121 8.03485 -15.02281  1.615
O: 2.50115 9.14959 -14.48372  -0.638
O: -0.23880 6.80933 -14.96014  -0.633
O: -0.86259 8.74466 -13.77367  -0.641
O: -0.90340 11.62660 -16.99669  -0.634
O: 1.18170 6.72209 -12.00898  -0.641
O: 1.34130 8.86864 -18.54450  -0.614
O: -4.26814 6.67165 -13.25555  -0.657
O: -2.38339 7.76037 -15.29080  -0.788
O: -0.45819 8.85987 -16.10217  -0.644
H: -3.59496 7.01340 -13.86228  0.401
H: 2.72120 10.08411 -14.46446  0.288
H: 1.05573 9.56391 -19.14179  0.286
H: 0.34800 6.98288 -12.41964  0.335
H: -0.58831 11.76057 -17.89364  0.279
H: -4.20920 7.25837 -12.49746  0.303
H: -0.96842 10.66516 -16.89676  0.372
H: 1.05736 9.16220 -17.66794  0.346
H: 1.65627 9.11032 -14.94827  0.361
H: 1.46779 5.99380 -12.56688  0.303

Forces on the atoms, in the same order (eV/Å):
0.15 -0.12 0.24
0.16 0.04 -0.14
-0.12 0.07 -0.05
-0.06 -0.04 -0.10
0.01 0.04 -0.16
-0.17 -0.24 0.16
0.12 0.16 -0.04
-0.05 0.01 0.09
-0.02 0.01 -0.04
0.05 0.10 0.02
0.07 0.00 -0.19
-0.06 0.04 0.01
-0.02 0.02 -0.01
0.07 0.27 -0.10
-0.02 0.02 -0.04
0.02 0.01 0.03
0.01 -0.07 0.29
-0.12 -0.28 0.02
-0.12 -0.08 0.09
0.09 0.05 -0.09

---

7.
DFT (ωB97M-V/def2-TZVPD) results for 8 unconnected molecules or ions with the total composition ClH14O7.

Output
- net charge = -1
- energy relative to the best compared isomer or geometry (same formula, charge and spin) (kcal per mole) = 8.3
- HOMO-LUMO gap (eV) = 10.047
- spin multiplicity = 1

Last column: Mulliken charge in e.
Cartesian coordinates (Å):
Cl: -0.35766 -0.28578 0.14987  -0.849
O: 0.51986 -0.44767 3.62028  -0.623
O: 0.25614 1.69325 -2.47083  -0.644
O: -0.86139 2.30220 2.29497  -0.602
O: -0.67059 -3.03587 -1.57318  -0.603
O: -3.34573 0.55623 -0.71793  -0.634
O: 2.08526 -1.18087 -1.80038  -0.607
O: 2.71665 1.40855 0.06706  -0.616
H: -3.82301 -0.03528 -0.12914  0.294
H: -1.47641 -3.13698 -2.08881  0.300
H: -0.33781 -0.40977 4.05309  0.295
H: 3.53512 0.94944 0.27720  0.284
H: 2.07801 0.69039 -0.08504  0.299
H: -0.98678 1.53198 1.70488  0.307
H: 2.07093 -2.13751 -1.90920  0.275
H: -0.95342 1.95691 3.18535  0.292
H: 0.33173 -0.26501 2.67760  0.285
H: -0.77808 -2.17638 -1.11696  0.354
H: 1.09873 1.33318 -2.76969  0.337
H: 1.26813 -0.99200 -1.29421  0.204
H: -2.41713 0.51514 -0.39687  0.299
H: 0.04744 1.16586 -1.67807  0.352

Forces on the atoms, in the same order (eV/Å):
0.01 0.03 0.17
-0.13 0.14 -0.31
0.01 -0.17 0.05
-0.30 -0.24 -0.27
-0.14 0.16 0.07
0.28 0.05 0.20
-0.15 0.03 0.16
-0.04 -0.22 -0.01
0.09 0.00 0.01
0.07 0.07 0.00
0.00 -0.08 -0.09
-0.05 -0.05 -0.06
0.11 0.34 0.13
0.26 0.39 0.17
-0.14 0.06 0.00
0.09 -0.08 0.03
0.14 -0.16 0.31
0.11 -0.22 -0.01
-0.04 -0.01 0.11
0.27 -0.11 -0.18
-0.45 -0.12 -0.29
0.00 0.19 -0.19

---

8.
DFT (ωB97M-V/def2-TZVPD) results for 9 unconnected molecules or ions with the total composition ClH16O12 at a distorted geometry.

Output
- net charge = -1
- energy relative to the best compared isomer or geometry (same formula, charge and spin) (kcal per mole) = 12.0
- HOMO-LUMO gap (eV) = 10.126
- spin multiplicity = 1

Last column: Mulliken charge in e.
Cartesian coordinates (Å):
Cl: 0.43989 0.07797 -0.17920  1.718
O: 1.23363 4.29278 -1.33493  -0.647
O: 0.98747 -0.78833 -3.89514  -0.662
O: -1.44744 1.12603 -3.40626  -0.648
O: -0.84180 -0.27439 -0.74271  -0.683
O: -3.27273 -0.69544 1.48283  -0.623
O: 2.70765 -3.38827 2.66644  -0.644
O: 1.06662 -1.08691 0.41589  -0.617
O: -1.53119 -3.02186 1.68980  -0.669
O: 0.33415 1.12641 0.75102  -0.654
O: 1.27682 0.52128 -1.26785  -0.774
O: 3.50381 1.04048 2.12138  -0.650
O: -2.92303 2.29610 0.76694  -0.634
H: -2.31458 0.76558 -3.59168  0.294
H: 3.68250 0.26762 2.65708  0.294
H: 1.95405 4.21257 -1.96006  0.303
H: 2.63232 0.88412 1.75768  0.340
H: -1.00850 -3.43333 2.37808  0.298
H: -3.28164 2.14868 1.64210  0.301
H: 0.23848 -0.23710 -4.12185  0.333
H: 1.26014 3.47851 -0.83243  0.336
H: -2.31768 1.56743 0.62977  0.342
H: 1.25000 -0.49017 -3.02427  0.379
H: -3.50607 -0.52325 0.57062  0.315
H: 2.18458 -2.93653 2.00420  0.348
H: -1.05638 -2.21882 1.47554  0.335
H: -2.64999 -1.42101 1.43841  0.306
H: -1.33526 1.00824 -2.46298  0.362
H: 2.73410 -4.29851 2.37152  0.299

Forces on the atoms, in the same order (eV/Å):
1.35 -1.29 -2.23
-0.07 0.41 0.00
0.28 -0.50 -0.61
0.04 0.17 -0.58
-0.65 -0.09 0.54
-0.27 0.34 0.22
0.08 -0.04 0.34
-0.56 -0.02 0.47
-0.32 -0.18 -0.06
-0.49 1.21 1.68
0.28 0.18 -0.21
0.33 0.24 0.13
-0.29 0.43 -0.25
-0.18 -0.09 -0.02
0.02 -0.22 0.07
0.12 -0.10 -0.15
-0.42 -0.02 -0.24
0.10 -0.05 0.21
-0.01 -0.18 0.18
-0.32 0.30 0.15
-0.09 -0.39 0.17
0.36 -0.28 0.04
0.00 0.23 0.48
-0.01 0.12 -0.25
-0.17 0.35 -0.34
0.72 0.22 -0.31
-0.11 -0.38 0.12
0.23 -0.19 0.53
0.04 -0.19 -0.08